No. 1
Molecular formula: H80O40
Method: DFT, wB97M-V/def2-TZVPD

Output
E: -3057.28642 Ha
ΔE to the lowest compared entry with this formula, charge and spin: 295.5 kcal/mol
Charge: 0

Geometry as XYZ:
```
120
Properties=species:S:1:pos:R:3:forces:R:3:mulliken_charge:R:1
H -0.84008 0.92443 -0.35635 0.5 -0.3 -1.1 -0.596
H -5.04640 2.57479 -0.46570 -0.7 -0.3 -1.2 0.296
H -2.80707 -2.64525 3.99008 -0.3 0.1 -0.5 0.238
H 6.56751 0.08171 0.85903 -0.1 0.0 0.5 0.278
H -0.92634 2.80872 2.88092 -0.2 1.1 1.2 0.311
H -1.72720 0.93282 4.21045 -0.1 -0.6 0.8 0.450
O 1.39070 1.01501 5.61165 0.3 0.8 -1.0 -0.644
O -2.70502 3.46388 0.46548 -0.1 0.1 1.3 -0.590
O -3.92254 -2.88371 -4.12283 1.2 -1.2 -0.7 -0.711
O -0.00131 0.02486 -3.43825 1.2 -0.9 -1.8 -0.709
H -0.20120 -4.81169 -3.09832 -0.6 1.1 0.2 0.267
H -3.15626 -1.57054 -3.15906 -0.2 -0.7 -0.5 0.131
H 1.90184 -3.08668 3.12934 -2.0 -0.4 1.6 0.267
O 0.07329 2.37365 -2.75650 -0.2 -0.5 -0.8 0.066
H -1.11490 -1.90792 1.47442 -1.1 -0.4 -0.4 -0.345
O 4.38178 2.50215 -2.33042 -1.5 -1.2 0.2 -0.564
H -2.66797 -2.59413 1.47686 3.1 1.6 -1.5 -0.043
O 1.78464 -3.41927 2.24642 0.9 0.7 -0.4 -0.261
H 2.57246 0.72739 3.35234 -0.6 -2.2 -0.9 0.122
O 3.23410 -2.92764 -0.30010 2.1 0.6 -0.2 -0.456
O -3.72899 -0.30804 -5.03199 -3.3 -0.9 0.5 -0.632
H 0.52623 2.58870 1.17408 -0.4 0.4 1.8 -0.038
H 0.56748 -2.32122 -2.53597 0.4 0.9 0.5 0.192
O -1.85474 -2.24852 0.90759 -1.9 -0.8 0.9 0.141
H 2.16784 -2.13525 -2.51156 0.0 0.9 1.2 0.215
O -2.87128 -0.92253 -2.52378 0.8 0.1 1.5 0.123
H -4.23737 -1.88243 -0.70972 1.7 0.1 0.2 0.332
O 2.14669 -0.09958 2.86282 1.3 2.2 0.0 0.359
H -1.70020 -2.57852 -1.63976 -0.1 0.2 -0.3 0.124
H -3.97684 -1.29664 -4.97082 0.5 2.1 -0.3 0.356
H 4.75942 1.15902 4.19673 -0.9 0.1 0.6 0.256
H 1.10161 -4.45358 -2.23329 0.1 1.9 0.2 0.326
H 2.70101 -3.24370 2.10180 1.4 -0.2 -2.0 0.122
H 4.97980 1.81886 -2.65085 0.6 1.1 -0.1 0.256
H -1.37414 4.58660 -2.61262 -2.1 -0.4 0.8 0.214
H 0.09698 2.00830 -3.69957 -0.4 1.1 2.1 0.310
H 2.22135 4.07806 -1.78892 0.5 0.2 1.5 0.234
H -2.68418 3.23269 1.44202 0.3 0.2 -1.6 0.358
H 0.90415 -0.83008 0.09348 -0.6 0.5 -0.3 -0.663
H 0.42047 -0.02849 2.28293 -1.8 -1.2 -0.2 -0.386
H 2.65967 -0.10739 2.02674 -0.5 -0.1 0.5 -0.210
O 1.28148 2.62255 -5.25020 0.5 -1.2 1.1 -0.628
O 1.58066 4.78302 -1.94068 0.0 -2.2 -4.2 -0.647
O 0.60999 -5.08261 -2.71015 0.4 -3.5 -0.4 -0.615
O 1.41949 -2.54053 -2.91055 0.0 -1.5 -1.8 -0.732
H -2.95992 4.23470 -2.02708 -0.6 1.6 0.7 0.263
H 5.66740 -0.24670 2.14933 0.6 0.1 -1.5 0.244
H -0.95745 -0.27048 4.06186 -0.1 -0.2 0.0 -0.008
O 3.22692 -0.16299 -5.45879 -3.6 -2.3 1.4 -0.613
O -3.86950 1.83266 -3.39473 -0.1 0.7 -0.7 -0.565
H -3.14454 -3.46793 -4.39314 -1.8 0.8 0.9 0.308
H 3.09412 3.56664 1.29563 -0.1 0.9 -1.3 0.226
H 1.00902 -2.25286 -0.12839 -0.8 0.5 -0.9 -0.169
H 1.66476 2.06007 -5.93642 -0.1 0.1 -0.2 0.303
O 0.87703 -2.08348 4.37045 -1.5 1.1 -0.5 -0.760
O -1.86497 -3.50183 -1.43563 0.0 -0.2 -2.2 -0.659
H 1.14094 6.24528 0.27547 0.1 -0.2 -0.2 0.252
H 1.56403 -1.61761 3.86188 -0.4 0.3 0.4 0.112
H 3.40940 -3.81102 0.01826 -0.4 -0.7 0.1 0.226
H 2.49775 0.92452 -0.58769 -1.0 -0.1 1.3 -0.019
H 3.32248 1.42877 -1.66058 -1.6 -2.1 -0.2 0.321
H -3.29668 -0.12039 -2.81128 -0.1 0.8 -0.4 0.071
O -5.09387 3.14124 -1.24932 1.8 2.3 2.4 -0.585
O -1.86344 2.61065 2.79445 -2.5 -1.2 -0.2 -0.776
H -1.14851 -4.78591 1.15048 1.0 -0.2 -1.1 0.092
H -4.48312 -3.31550 -3.45741 0.6 -0.2 -0.2 0.303
H -2.76854 -0.11322 1.04066 -0.2 -0.2 -0.8 0.032
H 5.25653 -1.45421 3.87546 1.0 -0.3 -0.3 0.259
H 0.82604 4.17571 3.56359 0.4 -0.4 1.4 0.239
O 0.51151 -1.47749 -0.50721 1.6 -1.4 1.2 1.570
O 0.71968 2.48688 0.27029 1.0 -1.2 -1.4 0.068
H -1.19435 -0.08039 1.69346 2.8 -1.4 1.6 -0.408
H -3.17375 2.18644 -2.83970 0.5 0.1 0.8 0.125
O 3.96106 1.59180 3.83460 1.9 -0.7 -1.5 -0.604
H 2.74920 3.27903 2.71657 -0.8 0.9 2.2 0.199
O -3.40310 0.02629 1.74320 -0.3 1.2 0.8 -0.596
H 0.20148 -5.19980 1.64027 -0.9 -0.3 1.4 0.164
H 0.56091 2.46881 4.02374 1.0 1.3 1.2 0.317
O -0.43174 -0.59467 2.24875 -0.4 2.9 -0.7 1.756
H 4.10624 0.10357 -5.39737 2.3 0.2 0.6 0.262
O -1.41547 0.18710 4.78019 -0.3 1.0 -0.9 -0.699
H -1.54243 -0.60258 -0.71463 0.9 0.9 -0.2 -0.838
O -5.13830 -2.11645 -0.82850 -1.2 -0.6 0.2 -0.706
H 0.45457 0.34470 -2.66613 -0.3 0.1 0.8 0.234
O 4.34591 -1.62012 4.05462 0.1 0.6 2.3 -0.541
H 1.37383 0.54523 6.44056 -0.2 -0.5 0.1 0.272
O 0.72008 -5.68459 2.31251 0.4 0.1 -2.7 -0.576
H 3.92187 -1.87371 3.27233 -0.7 -0.4 -1.9 0.186
H -2.67952 2.60445 0.04469 0.0 -0.3 -0.2 0.104
H 4.17590 -2.66055 -0.49684 -1.5 0.1 0.1 0.249
H -0.93793 -0.03478 -3.34458 -1.1 0.0 0.7 0.346
H -4.05922 -0.66042 1.71422 -0.2 -0.5 -0.1 0.243
H 1.83392 5.24796 1.20591 -0.3 0.3 -0.5 0.220
O 5.75447 -0.33614 1.16617 -0.6 -0.1 1.1 -0.540
H -5.37000 -1.54468 -1.54994 -0.4 0.5 -0.5 0.327
H -5.50564 2.99526 -2.06364 -1.1 -1.8 -1.1 0.291
H -4.60371 0.15656 -4.72631 2.6 -1.2 -0.9 0.306
O -2.03526 -4.78780 1.44367 -1.2 1.3 2.5 -0.644
O -3.21170 -2.72759 3.10618 0.3 0.4 1.0 -0.551
H 1.38600 2.00459 -4.47447 0.3 0.8 -1.2 0.327
H 2.94486 -0.87202 -4.75050 1.2 2.2 -2.0 0.335
O 1.63738 5.41435 0.26521 0.3 0.3 1.8 -0.476
H -1.96133 -4.02532 2.12314 -0.4 -2.0 -1.5 0.496
H 4.21023 1.53228 2.86434 -0.7 0.9 1.2 0.267
H -3.79623 -3.47152 3.15473 -0.7 -0.8 0.2 0.274
H 0.03591 -1.70314 3.93890 2.0 -1.2 0.7 0.240
O 2.68856 0.62579 -1.46223 2.1 1.9 -1.0 -0.467
H -2.56696 2.79093 3.46566 1.9 0.1 -0.4 0.288
O -2.12351 3.97938 -2.37051 2.3 -1.2 -1.4 -0.502
H 0.66464 3.10999 -2.58420 -0.3 -0.3 -0.3 -0.244
H 0.03260 2.92931 -0.20862 -0.8 0.7 -0.5 0.158
H 4.60678 3.40930 -2.20384 1.3 0.4 -0.3 0.268
H 1.43520 -5.58195 1.63828 0.8 -0.9 1.6 0.374
O 0.49596 3.28424 3.49567 -0.7 -1.0 -1.9 -0.635
H 1.46007 4.39443 -2.88756 -0.2 2.2 1.3 0.352
O 3.05937 2.89092 1.94185 0.9 -1.7 -1.5 -0.531
H 1.35601 0.37571 4.88502 -0.2 -0.3 0.9 0.304
H -3.78937 2.49146 -4.10809 -0.2 -0.6 0.0 0.361
H -1.78083 -3.48083 -0.50457 0.0 -0.1 2.0 0.411
O -1.42315 0.19262 -0.16503 -1.6 0.4 1.3 1.896
```
Forces are in eV/Å.

No. 2
Molecular formula: C28H30N5O4SSeTi
Method: DFT, wB97M-V/def2-TZVPD

Output
E: -5309.10097 Ha
Spin multiplicity: 2
ΔE to the lowest compared entry with this formula, charge and spin: 0.0 kcal/mol
Charge: -2

Geometry as XYZ:
```
70
Properties=species:S:1:pos:R:3:forces:R:3:lowdin_spin:R:1
H -6.03772 1.30174 -4.97316 0.0 0.0 0.0 0.000
N 4.72036 0.82783 -3.69792 0.0 0.0 0.0 0.004
N 1.90214 -0.48699 -0.90303 0.0 0.0 -0.1 0.003
C 3.78109 0.39018 -2.76483 0.0 0.0 0.0 0.007
H 1.12807 -3.66459 4.71667 0.0 0.0 0.0 0.000
H -1.61987 3.64443 -0.63226 0.0 0.0 0.0 0.000
C 2.92304 -0.67351 -3.05338 0.0 0.0 0.0 -0.002
C 2.00459 -1.06633 -2.10678 0.0 0.0 0.0 0.008
C 1.17043 -3.40205 3.66891 0.0 0.0 0.0 0.003
C -1.45317 -3.08204 -0.53977 0.0 0.0 0.0 0.000
H -2.96536 -1.13119 -1.98006 0.0 0.0 0.0 0.000
C -4.67814 0.16902 -2.05536 0.0 0.1 0.0 0.000
H 2.47481 -4.78104 0.12574 0.0 0.0 0.0 0.000
H 4.28545 1.83804 -1.24195 0.0 0.0 0.0 0.000
H -2.37328 3.12354 -2.17320 0.0 0.0 0.0 0.000
C 2.02587 -3.78678 0.08644 0.0 0.0 0.0 0.001
H 2.95367 -1.17063 -4.01502 0.0 0.0 0.0 0.000
N -1.93328 -1.29835 1.08232 -0.1 -0.1 0.0 0.004
H -1.82791 -3.35343 1.52818 0.0 0.0 0.0 0.000
C 1.30930 2.87747 3.76187 0.0 0.0 0.0 0.000
O -1.69879 -4.11337 -1.13404 0.0 0.0 0.0 0.000
S 1.40166 3.66556 -0.22402 0.0 0.0 0.0 0.000
H -0.69761 -0.58821 3.42047 0.0 0.0 0.0 0.000
C 2.94972 4.57346 3.40328 0.0 0.0 0.0 0.000
H -2.68290 -1.30038 -4.39145 0.0 0.0 0.0 0.000
H -0.07045 -1.34928 4.88644 0.0 0.0 0.0 0.000
Ti 0.11124 -0.83399 0.38391 0.1 0.1 -0.1 0.926
C -3.65460 -0.60176 -2.62416 0.0 0.0 0.0 0.000
H 0.93105 -0.24245 3.93752 0.0 0.0 0.0 0.000
C 2.73398 0.52241 -0.62345 0.0 0.0 0.0 0.009
O -1.15494 1.96220 2.10690 0.0 0.0 0.0 -0.001
H 1.29643 -1.86180 -2.30374 0.0 0.0 0.0 0.000
H -4.21192 -0.08271 -5.93632 0.0 0.0 0.0 0.000
N -0.92818 0.65111 -0.90182 0.0 0.0 0.0 0.003
C 2.25443 3.74924 4.28287 0.0 0.0 0.0 0.000
C 2.69173 4.52580 2.04470 0.0 0.0 0.0 0.000
C -2.20721 -2.70273 0.73765 0.0 0.0 -0.1 0.001
C -3.49024 -0.69235 -3.99852 0.0 0.0 0.0 0.000
O 0.55081 0.71047 1.42177 0.0 0.2 0.2 -0.006
C -1.50947 1.63072 -1.00725 0.1 0.0 -0.1 0.013
C 1.06163 2.81137 2.39622 0.0 0.0 0.0 0.000
H 2.78492 -3.09308 -0.28707 0.0 0.0 0.0 0.000
C 0.72339 -2.22079 3.11836 0.0 0.0 0.0 0.006
C -4.34208 -0.01381 -4.86241 0.0 0.0 0.0 0.000
N 0.95649 -2.21036 1.75947 0.0 -0.1 0.0 0.010
C 1.71251 -4.16551 2.60254 0.0 0.0 0.0 0.003
Se -4.90729 0.32269 -0.17228 0.0 -0.1 0.0 0.001
H -3.19366 2.74974 -0.63119 0.0 0.0 0.0 0.001
H 3.22280 5.18218 1.36560 0.0 0.0 0.0 0.000
H 1.21213 -3.81107 -0.63983 0.0 0.0 0.0 0.000
H -2.62611 -0.70185 0.60562 0.0 0.0 0.1 0.002
C -5.52445 0.84948 -2.94412 0.0 0.0 0.0 0.000
C 0.03887 1.80695 1.93270 0.1 -0.1 0.0 0.000
H 2.15575 -5.15027 2.65332 0.0 0.0 0.0 0.000
C -2.22650 2.88095 -1.12179 -0.1 0.0 0.1 0.002
H 2.44282 3.78459 5.34919 0.0 0.0 0.0 0.000
C 3.68425 0.98050 -1.51361 0.0 0.0 0.0 -0.002
H -3.27217 -2.89196 0.59558 0.0 0.0 0.0 0.000
C 1.73610 3.65165 1.48580 0.0 0.1 0.0 0.000
H 3.69675 5.26450 3.78138 0.0 0.0 0.0 0.000
O -0.53560 -2.22015 -0.88170 0.0 -0.1 -0.1 -0.005
C -5.36152 0.75991 -4.31895 0.0 0.0 0.0 0.000
C 1.56675 -3.40973 1.46025 0.0 0.0 0.1 0.005
C 0.18744 -1.04062 3.87134 0.0 0.0 0.0 0.001
H -2.08295 -1.13555 2.07133 0.0 0.0 0.0 0.001
H 0.74456 2.22944 4.42417 0.0 0.0 0.0 0.000
H 4.45851 0.64916 -4.65465 0.0 0.0 0.0 0.000
H 5.00050 1.78742 -3.56439 0.0 0.0 0.0 0.000
H -6.32176 1.45602 -2.53109 0.0 0.0 0.0 0.000
H 2.60308 1.00095 0.33605 0.0 0.0 0.0 0.000
```
Forces are in eV/Å.

no.,LUMO (eV),HOMO (eV),strongest force on any atom (eV Å⁻¹)
1,-1.05,-9.7,4.76
2,4.18,-1.6,0.24